The following is a quantum chemistry calculation of a single C6H11NO molecule in a non-equilibrium geometry, from the OMol25 dataset.

Values from the calculation:
Energy above the lowest of the compared OMol25 structures with the same formula, charge and spin ... 107.08 kcal per mole
DFT total energy ... -9933.8108 eV
Lowest unoccupied orbital energy (spin up / spin down) ... -0.0158 / -0.0158 Eh
Strongest force on any atom ... 0.05363 Eh/bohr
Orbital gap (spin up / spin down) ... 7.71 / 7.71 eV

Bonds (Å) are listed after each position.
Atoms and positions in Å:
1 C 1.73 -0.83 -0.28  C2 1.401, C5 1.843, H10 1.083, H11 1.082
2 C 1.58 0.46 0.24  C1 1.401, H12 1.082, H13 1.080
3 C -0.54 -1.80 0.74  C5 1.525, H14 1.090, H15 1.086, H16 1.089
4 C -0.98 1.66 -0.97  C6 1.509, H17 1.088, H18 1.092, H19 1.091
5 C -0.11 -0.87 -0.39  C1 1.843, C3 1.525, C6 1.805, O8 1.233
6 C -0.63 0.76 0.19  C4 1.509, C5 1.805, N7 1.267
7 N -1.04 0.90 1.38  C6 1.267, H9 1.024
8 O -0.50 -0.99 -1.55  C5 1.233
9 H -1.63 1.72 1.50  N7 1.024
10 H 2.05 -1.62 0.38  C1 1.083
11 H 2.04 -0.95 -1.31  C1 1.082
12 H 1.68 1.33 -0.40  C2 1.082
13 H 1.59 0.64 1.30  C2 1.080
14 H -0.23 -2.81 0.48  C3 1.090
15 H -0.11 -1.49 1.69  C3 1.086
16 H -1.63 -1.75 0.82  C3 1.089
17 H -0.33 1.49 -1.83  C4 1.088
18 H -0.94 2.71 -0.66  C4 1.092
19 H -2.00 1.44 -1.31  C4 1.091